No. 1
55
Properties=species:S:1:pos:R:3:forces:R:3:nbo_charge:R:1 method="wB97M-V/def2-TZVPD" smiles="CCC[C@H](C)NC(=O)CN(c1ccc2c(c1)OCCO2)S(=O)(=O)c1ccccc1" e_tot_ha=-1699.72226 relative_energy_kcal_mol=63.6 spin_multiplicity=1 homo_energy_ev=-8.132
C 5.773924 0.984987 -0.610320 -0.229 0.014 0.123 -0.60
C 4.466743 0.383337 -0.108848 0.256 -0.186 -0.147 -0.41
C 4.562966 -1.135554 0.023089 -0.424 0.336 0.182 -0.39
C 3.230395 -1.782792 0.404349 0.225 -0.340 0.163 -0.06
C 3.400317 -3.272344 0.707704 -0.118 0.312 0.101 -0.60
N 2.272703 -1.611616 -0.672596 0.295 -0.111 -0.141 -0.61
C 1.040438 -1.109527 -0.503362 -0.020 -0.432 -0.276 0.68
O 0.581237 -0.788215 0.575884 -0.188 -0.105 0.162 -0.65
C 0.220679 -0.995264 -1.790225 0.381 -0.058 -0.051 -0.31
N -0.600700 0.191243 -1.805196 0.901 0.738 0.283 -0.67
C -1.955641 0.133192 -1.441020 -1.012 -0.018 0.038 0.12
C -2.844152 1.008719 -2.064743 -0.065 -0.113 0.000 -0.23
C -4.178876 1.000580 -1.717182 -0.064 -0.156 0.190 -0.23
C -4.660531 0.102670 -0.771497 0.010 0.049 0.130 0.20
C -3.779069 -0.803928 -0.177879 -0.095 -0.006 -0.126 0.29
C -2.428315 -0.769213 -0.498324 -0.076 0.084 -0.030 -0.28
O -4.201585 -1.742016 0.730299 0.378 0.199 -0.078 -0.49
C -5.601568 -1.908129 0.750079 -0.540 0.212 -0.058 -0.10
C -6.294266 -0.546175 0.746731 0.092 -0.446 0.373 -0.10
O -5.994608 0.146849 -0.443131 0.277 0.099 -0.371 -0.48
S 0.227706 1.618162 -1.460806 -0.163 0.353 -0.292 2.31
O 1.614917 1.320147 -1.695522 -0.068 -0.207 0.257 -0.96
O -0.368108 2.666261 -2.234920 -0.284 -0.053 0.253 -0.93
C -0.032891 1.993210 0.269993 0.132 -0.076 -0.594 -0.24
C 1.031795 1.901270 1.142644 0.163 0.040 0.019 -0.18
C 0.829599 2.169005 2.485558 0.040 0.035 -0.068 -0.21
C -0.431469 2.524119 2.936230 -0.007 -0.005 0.027 -0.19
C -1.487731 2.630849 2.045888 -0.043 -0.024 -0.040 -0.22
C -1.290072 2.368900 0.700037 -0.188 0.103 0.005 -0.20
H 5.687905 2.065642 -0.686575 0.087 0.122 -0.038 0.21
H 6.592246 0.750227 0.068338 0.128 0.007 0.025 0.20
H 6.022277 0.593734 -1.594376 0.072 -0.025 -0.117 0.20
H 4.229562 0.807216 0.870039 -0.102 0.024 0.031 0.19
H 3.659225 0.645819 -0.795658 -0.007 0.003 0.114 0.23
H 5.305268 -1.387812 0.783294 0.059 -0.082 -0.028 0.21
H 4.903710 -1.563112 -0.924120 0.091 -0.096 -0.059 0.19
H 2.798286 -1.279749 1.275536 0.079 -0.032 -0.114 0.23
H 4.068038 -3.410211 1.553418 0.109 -0.069 0.095 0.21
H 2.438059 -3.716087 0.949731 -0.075 -0.082 0.022 0.22
H 3.818145 -3.790463 -0.153188 0.060 -0.080 -0.099 0.20
H 2.608809 -1.792892 -1.605045 -0.123 0.095 -0.037 0.39
H -0.425174 -1.871371 -1.890747 0.051 0.120 -0.002 0.24
H 0.886830 -0.937015 -2.655163 -0.024 -0.243 0.091 0.22
H -2.464528 1.708191 -2.790394 -0.023 0.029 -0.114 0.25
H -4.877642 1.682990 -2.173646 -0.091 0.097 -0.061 0.23
H -1.763229 -1.438940 0.021386 0.123 -0.069 0.091 0.25
H -5.834515 -2.470956 1.655161 -0.035 0.051 -0.092 0.20
H -5.924661 -2.477551 -0.132565 0.039 0.024 0.109 0.18
H -7.379618 -0.651988 0.779851 0.099 -0.020 0.053 0.20
H -5.951985 0.032802 1.615795 -0.067 -0.034 -0.083 0.18
H 1.997386 1.622711 0.755373 0.145 -0.072 0.041 0.24
H 1.653004 2.096800 3.180002 0.079 -0.006 0.041 0.21
H -0.591051 2.724185 3.985613 -0.011 0.021 0.080 0.21
H -2.467003 2.918759 2.397752 -0.080 0.028 0.013 0.22
H -2.093185 2.460356 -0.012699 -0.151 0.057 0.005 0.24



No. 2
58
Properties=species:S:1:pos:R:3:forces:R:3:nbo_charge:R:1 method="wB97M-V/def2-TZVPD" smiles="CN(C)S(=O)(=O)c1ccc(C(=O)Nc2ccc(S(=O)(=O)NC3=NCCCCC3)cc2)cc1" e_tot_ha=-2207.41737 relative_energy_kcal_mol=11.8 spin_multiplicity=1 homo_energy_ev=-8.986
C -1.176457 -1.669541 2.317496 -0.090 0.203 0.390 -0.43
N -1.195097 -2.429014 1.088064 -0.860 0.252 -0.688 -0.66
C -0.691453 -3.779739 1.240601 -0.061 -0.441 -0.115 -0.44
S -2.757527 -2.470001 0.419270 0.313 0.189 0.029 2.30
O -3.714288 -2.908704 1.396791 -0.036 0.272 0.142 -0.94
O -2.662080 -3.198916 -0.809447 0.176 0.050 -0.174 -0.93
C -3.019065 -0.735397 0.065348 0.121 -0.478 0.193 -0.34
C -2.162483 -0.129531 -0.832881 0.060 0.076 -0.151 -0.12
C -2.266415 1.229915 -1.053503 -0.240 -0.141 0.016 -0.20
C -3.233625 1.969595 -0.375279 -0.308 -0.358 -0.155 -0.11
C -3.296970 3.454646 -0.561108 0.063 -0.031 -0.007 0.66
O -4.294940 4.052438 -0.889740 -0.236 -0.033 0.001 -0.57
N -2.104703 4.099517 -0.370918 0.084 0.527 -0.179 -0.62
C -0.927594 3.539130 0.140503 0.491 -0.210 0.322 0.16
C 0.296616 3.805415 -0.472144 -0.148 -0.045 0.146 -0.24
C 1.440870 3.167580 -0.031851 0.143 0.043 0.106 -0.14
C 1.356293 2.280531 1.022445 0.308 -0.044 0.301 -0.31
S 2.787856 1.378936 1.563181 0.170 -0.335 0.329 2.32
O 2.995146 1.561466 2.968953 -0.280 -0.065 0.106 -0.93
O 3.895224 1.607061 0.685876 -0.271 0.152 -0.272 -0.92
N 2.275713 -0.237923 1.426967 0.264 0.856 0.568 -0.86
C 2.041562 -0.686333 0.145210 -0.579 -0.345 -0.987 0.47
N 1.585893 0.172605 -0.663566 0.118 -0.332 0.069 -0.51
C 1.397182 -0.153062 -2.052454 0.168 0.059 -0.213 -0.24
C 2.718280 -0.452623 -2.770272 -0.251 -0.159 -0.074 -0.41
C 3.211300 -1.882796 -2.557413 0.174 0.240 0.116 -0.39
C 3.579522 -2.197657 -1.108836 -0.094 -0.161 -0.126 -0.39
C 2.377126 -2.124008 -0.158256 0.126 0.160 0.057 -0.49
C 0.169266 2.068798 1.693977 -0.004 0.071 0.032 -0.18
C -0.976746 2.701889 1.255994 0.182 0.208 0.003 -0.19
C -4.140480 1.332157 0.464682 0.125 0.146 -0.178 -0.18
C -4.023446 -0.028617 0.697906 -0.064 -0.150 0.124 -0.18
H -0.148119 -1.585987 2.667435 0.015 0.026 -0.028 0.21
H -1.560430 -0.672819 2.109519 0.081 0.106 0.184 0.21
H -1.793919 -2.139640 3.092227 0.073 0.052 0.054 0.20
H -0.822526 -4.286002 0.287272 0.175 -0.176 0.045 0.24
H -1.236682 -4.331394 2.015059 0.082 -0.035 0.033 0.19
H 0.365684 -3.742213 1.499651 -0.002 0.036 -0.011 0.20
H -1.419520 -0.728505 -1.330173 0.182 -0.014 -0.125 0.23
H -1.594146 1.716103 -1.742976 0.121 0.061 -0.030 0.23
H -2.075377 5.062063 -0.683625 -0.120 -0.132 0.042 0.42
H 0.338210 4.488580 -1.307457 0.006 0.030 -0.120 0.22
H 2.395616 3.318623 -0.507967 0.091 0.040 -0.152 0.25
H 2.733129 -0.862733 2.072319 0.139 0.148 0.187 0.42
H 0.930121 0.728981 -2.501040 -0.050 -0.171 -0.128 0.20
H 0.716721 -1.006408 -2.177367 -0.067 0.025 -0.060 0.18
H 2.577004 -0.289454 -3.840861 0.039 0.048 -0.010 0.21
H 3.468957 0.255236 -2.413061 0.027 0.081 -0.062 0.21
H 2.439486 -2.581981 -2.891085 0.003 -0.056 -0.050 0.19
H 4.093271 -2.044361 -3.181895 -0.044 -0.071 -0.022 0.21
H 3.996396 -3.206871 -1.067623 0.032 0.053 0.053 0.21
H 4.348855 -1.500764 -0.767090 0.082 -0.057 0.028 0.21
H 2.607466 -2.651038 0.769594 -0.080 -0.050 0.013 0.21
H 1.509867 -2.601880 -0.620782 -0.033 -0.040 0.066 0.23
H 0.158564 1.413433 2.549202 -0.111 -0.112 0.136 0.23
H -1.913520 2.551986 1.769210 -0.037 -0.018 0.064 0.22
H -4.912791 1.911444 0.947634 -0.076 0.043 0.047 0.24
H -4.686809 -0.552221 1.368296 -0.093 0.006 0.115 0.25